DFT (the ωB97M-V functional and the def2-TZVPD basis) results for C39H59GeO7PtSSi2 as an isolated structure.

Cartesian coordinates (Å):
Pt1 1.16779 -0.34921 0.36658
C1 -0.39890 -1.82278 -4.79484
C2 -0.02733 -0.66555 -4.09230
C3 0.36002 -0.74436 -2.78256
C4 0.43441 -1.98718 -2.11483
C5 0.83249 -2.10519 -0.76141
C6 0.93356 -3.34430 -0.18634
C7 0.63063 -4.50641 -0.91743
C8 0.22664 -4.41821 -2.21799
C9 0.10585 -3.16366 -2.84787
C10 -0.32447 -3.04372 -4.18634
H1 -0.74099 -1.74257 -5.81922
H2 -0.04988 0.28738 -4.60267
H3 0.60898 0.14705 -2.21847
H4 1.20289 -3.46288 0.85244
H5 0.71320 -5.46931 -0.43182
H6 -0.01287 -5.30954 -2.78101
H7 -0.59758 -3.94048 -4.72930
C11 0.04947 3.74482 0.07139
Si1 1.21874 2.73155 1.19620
C12 2.47064 3.97746 1.97779
C13 0.37425 1.88665 2.68054
C14 2.23150 1.54366 0.14085
H8 -0.90348 3.92244 0.55501
H9 -0.16467 3.17053 -0.82116
H10 0.47189 4.70159 -0.21778
H11 1.96961 4.74221 2.56434
H12 3.05717 4.48096 1.21675
H13 3.16394 3.45730 2.63024
H14 -0.01053 2.59234 3.41532
H15 1.09428 1.24437 3.17846
H16 -0.44451 1.26774 2.32376
H17 3.27218 1.50552 0.45104
H18 2.19263 1.74961 -0.92718
Ge1 3.35430 -1.32205 0.69171
C15 4.74393 -0.28712 1.71111
C16 5.63684 0.55637 1.05858
C17 6.59677 1.26502 1.75898
C18 6.66871 1.15416 3.13664
C19 5.78855 0.31609 3.80073
C20 4.84307 -0.40287 3.09193
C21 4.34315 -1.76422 -1.02525
C22 5.48052 -2.55221 -0.93162
C23 6.18268 -2.93592 -2.05929
C24 5.74937 -2.53388 -3.31260
C25 4.62636 -1.73303 -3.41846
C26 3.93353 -1.35064 -2.28272
H19 3.42995 -2.69369 1.38301
H20 5.57718 0.64263 -0.01880
H21 7.28734 1.91058 1.23265
H22 7.40602 1.71912 3.69086
H23 5.84230 0.22864 4.87790
H24 4.15410 -1.06067 3.60056
H25 5.81188 -2.86406 0.05073
H26 7.06211 -3.55888 -1.97098
H27 6.28326 -2.84955 -4.19925
H28 4.28553 -1.41642 -4.39425
H29 3.05246 -0.72892 -2.35766
C27 -3.57372 0.56586 -3.90537
C28 -3.29620 1.37906 -2.63132
C29 -4.54872 2.17844 -2.24602
C30 -2.14586 2.35669 -2.86644
O1 -2.98649 0.45980 -1.61893
Si2 -2.26807 0.65924 -0.13383
O2 -0.69851 0.63897 -0.23250
O3 -2.76498 2.13959 0.43549
C31 -3.64335 2.56574 1.44749
C32 -3.05257 2.26939 2.82948
C33 -3.81695 4.08503 1.26494
C34 -5.01601 1.88318 1.37376
O4 -3.01952 -0.42554 0.84083
C35 -3.54408 -1.70311 0.57788
C36 -4.90227 -1.56156 -0.12937
C37 -3.70996 -2.38268 1.94371
C38 -2.59683 -2.52269 -0.29339
H30 -3.79381 1.23374 -4.73662
H31 -4.42446 -0.09314 -3.74563
H32 -2.70616 -0.04330 -4.14641
H33 -4.82968 2.86043 -3.04516
H34 -4.32813 2.74414 -1.34855
H35 -5.37848 1.50608 -2.04206
H36 -2.36932 3.01805 -3.70176
H37 -1.23574 1.80213 -3.06646
H38 -1.99731 2.93616 -1.96153
H39 -2.12941 2.82048 2.96195
H40 -2.84256 1.20602 2.88820
H41 -3.75319 2.54733 3.61439
H42 -2.85309 4.58205 1.33433
H43 -4.48088 4.49132 2.02647
H44 -4.23330 4.29683 0.28190
H45 -4.86000 0.81249 1.40353
H46 -5.54169 2.13612 0.45787
H47 -5.63267 2.17792 2.22214
H48 -5.62214 -1.07080 0.52227
H49 -5.29075 -2.53613 -0.41550
H50 -4.75949 -0.95305 -1.01706
H51 -4.37493 -1.79442 2.57452
H52 -2.73568 -2.44261 2.42442
H53 -4.11959 -3.38357 1.82550
H54 -2.50054 -2.04496 -1.26334
H55 -2.95892 -3.54173 -0.41949
H56 -1.62234 -2.53870 0.18223
C39 0.10726 -1.25323 4.47364
S1 0.78489 -1.78674 2.87067
O5 1.90223 -0.83602 2.64981
O6 1.25246 -3.14018 3.06403
O7 -0.28857 -1.65053 1.91198
H57 -0.19243 -2.13379 5.02394
H58 -0.73596 -0.61578 4.25333
H59 0.88101 -0.71435 5.00128

- 2S+1: 3
- Total energy: -142093.296 eV
- Largest force on an atom: 0.06282 hartree/bohr
- Kohn-Sham gap (alpha / beta): 7.5104 / 6.2120 eV
- Energy above the lowest of the compared OMol25 structures with the same formula, charge and spin: 0.0 kJ/mol
- Net charge: -1

DFT (the ωB97M-V functional and the def2-TZVPD basis) results for C39H59IN5O4PPdS as an isolated structure.

Cartesian coordinates (Å):
Pd1 -0.66280 -0.52729 -0.67210
C1 -2.49943 -0.03456 7.98225
C2 -2.35455 0.29929 6.52250
C3 -3.29056 1.08232 5.86823
C4 -3.14305 1.40566 4.52191
C5 -2.05251 0.94259 3.81563
C6 -1.10806 0.14114 4.45599
C7 -1.25898 -0.17213 5.79261
S1 -1.79502 1.29151 2.07520
O1 -2.84422 2.26973 1.77518
O2 -0.43752 1.82451 2.05088
N1 -1.87636 -0.06748 1.36379
C8 -3.18880 -0.67728 1.31730
C9 -3.24822 -2.02489 0.55573
O3 -4.33415 -2.63056 0.66271
O4 -2.25500 -2.37760 -0.12982
H1 -3.51595 0.15184 8.33164
H2 -1.82287 0.56175 8.60041
H3 -2.26765 -1.08490 8.17012
H4 -4.15692 1.44389 6.41361
H5 -3.87383 2.01423 4.00560
H6 -0.27010 -0.23301 3.88550
H7 -0.52266 -0.80376 6.27968
H8 -3.91561 -0.02210 0.82268
H9 -3.57782 -0.87876 2.32949
C10 4.30969 2.51344 -0.18037
C11 3.80532 2.23983 -1.60262
C12 2.64129 1.23846 -1.60924
C13 2.76962 0.22360 -0.47098
C14 2.59854 0.97598 0.85893
C15 3.15580 2.40790 0.80918
P1 1.46141 -1.09640 -0.63923
C16 1.74276 -2.20973 0.83698
C17 3.17318 -2.66229 1.18505
C18 3.26550 -3.19945 2.62331
C19 1.97381 -3.91543 3.00436
C20 0.80530 -2.91379 3.04668
C21 1.03011 -1.73004 2.09818
C22 2.22587 -2.24814 -1.93962
C23 3.76096 -2.40131 -2.06084
C24 4.31481 -1.66442 -3.27660
C25 3.77493 -2.26355 -4.58063
C26 2.33020 -2.76167 -4.41256
C27 1.61028 -1.97971 -3.31944
H10 4.79488 3.49374 -0.12992
H11 5.07422 1.77636 0.09108
H12 4.62832 1.86659 -2.22278
H13 3.47387 3.17756 -2.05998
H14 2.57393 0.75135 -2.58416
H15 1.68192 1.75242 -1.48483
H16 3.77977 -0.20549 -0.51202
H17 3.10000 0.41671 1.65560
H18 1.53586 1.01436 1.11918
H19 3.46849 2.71947 1.80975
H20 2.36153 3.10378 0.51463
H21 1.17644 -3.09088 0.50222
H22 3.88082 -1.83641 1.06348
H23 3.48989 -3.44564 0.48930
H24 3.42074 -2.36814 3.31923
H25 4.13678 -3.85478 2.72675
H26 2.07534 -4.43211 3.96387
H27 1.77334 -4.69303 2.25989
H28 0.67242 -2.54513 4.06971
H29 -0.12808 -3.41151 2.77436
H30 1.63798 -0.96280 2.58888
H31 0.07896 -1.25539 1.83713
H32 1.82564 -3.22161 -1.62504
H33 4.01238 -3.46556 -2.15816
H34 4.27302 -2.06231 -1.16003
H35 5.40953 -1.68750 -3.27613
H36 4.03775 -0.60972 -3.20490
H37 4.42001 -3.09096 -4.89646
H38 3.81994 -1.51490 -5.37693
H39 2.32863 -3.82354 -4.14229
H40 1.78800 -2.68332 -5.35842
H41 0.55367 -2.23134 -3.27851
H42 1.64267 -0.91051 -3.55669
I1 -0.27362 -0.41100 -7.27129
C28 -1.14777 -1.10136 -5.51465
C29 -1.73245 -2.35584 -5.44808
C30 -2.25445 -2.76966 -4.23030
C31 -2.15469 -1.93095 -3.12610
N2 -1.58059 -0.73178 -3.20651
C32 -1.10125 -0.31669 -4.36743
H43 -1.77466 -2.98944 -6.32533
H44 -2.72054 -3.74099 -4.12127
H45 -2.49434 -2.23750 -2.13672
H46 -0.63273 0.66335 -4.37253
C33 -1.14792 4.49240 -0.03412
C34 -0.30001 3.41700 -0.68373
N3 -1.11961 2.41309 -1.37332
C35 -2.50774 2.44564 -1.34294
N4 -3.15503 1.34729 -1.47580
C36 -4.59583 1.41698 -1.53202
C37 -5.12985 2.52392 -0.63499
C38 -4.51673 3.83571 -1.09176
N5 -3.08183 3.70962 -1.27874
C39 -2.24693 4.86479 -1.01559
H47 -0.52606 5.35809 0.21900
H48 -1.60140 4.10612 0.87731
H49 0.28603 2.90621 0.08150
H50 0.39685 3.88093 -1.39972
H51 -0.77634 1.45797 -1.10031
H52 -4.99927 0.44773 -1.22410
H53 -4.94438 1.57828 -2.56872
H54 -4.82616 2.31464 0.39043
H55 -6.22206 2.59099 -0.68001
H56 -4.69666 4.62335 -0.35038
H57 -5.00030 4.16152 -2.02705
H58 -2.89168 5.65321 -0.61530
H59 -1.80540 5.25916 -1.94443

- Total energy: -88747.835 eV
- Largest force on an atom: 0.01903 hartree/bohr
- Kohn-Sham gap: 4.0322 eV
- Energy above the lowest of the compared OMol25 structures with the same formula, charge and spin: 0.0 kJ/mol
- Net charge: -2

DFT (the ωB97M-V functional and the def2-TZVPD basis) results for a 7-piece molecular cluster, C39H59NO15P overall.

Cartesian coordinates (Å):
C1 -2.47320 -2.57213 0.76221
C2 -1.79943 -1.39077 0.33854
C3 -1.23349 0.05137 -0.28129
O1 0.22278 0.13813 -0.47219
C4 0.90707 0.67623 0.72367
C5 1.62378 2.10549 0.30693
C6 1.78836 3.06760 1.65917
C7 3.18495 1.84121 -0.22448
C8 3.28661 0.67482 -1.37320
C9 3.85207 3.21525 -0.90278
C10 -1.76086 0.10806 -1.86756
O2 -2.45214 1.40600 -2.16733
P1 -3.36793 1.59171 -0.65642
C11 -4.31664 1.30868 1.02185
C12 -4.23326 2.53729 2.09744
C13 -5.01359 2.29365 3.55304
C14 -5.76917 0.81968 3.75744
C15 -5.68853 -0.21815 2.49291
N1 -5.00396 -0.01700 1.17006
O3 -1.96408 1.17678 0.33769
H1 -3.17390 -3.47726 1.09460
H2 1.80232 -0.07797 0.95627
H3 0.23286 0.74651 1.67942
H4 1.01493 2.66383 -0.54696
H5 2.90502 3.47837 1.71477
H6 1.09823 4.02862 1.61427
H7 1.62725 2.45673 2.65422
H8 3.89921 1.57369 0.68115
H9 4.44455 0.49297 -1.57932
H10 2.85306 -0.36913 -1.04551
H11 2.81499 1.09470 -2.36891
H12 5.02467 3.09054 -1.04389
H13 3.70713 4.16619 -0.22781
H14 3.41677 3.43580 -1.97618
H15 -2.34661 -0.89014 -2.15287
H16 -0.76218 -0.03074 -2.46543
H17 -3.77841 0.23636 -0.95511
H18 -4.56222 2.12704 -1.31393
H19 -2.98584 2.95591 -0.39688
H20 -3.67614 3.55741 1.96329
H21 -5.05507 3.08191 4.41921
H22 -6.33374 0.49471 4.72941
H23 -6.21756 -1.27643 2.65675
O4 -0.11173 -0.86412 3.65547
C16 -1.01443 -1.22932 4.39028
O5 -0.84415 -1.59993 5.69330
C17 -2.08708 -2.07020 6.21266
C18 -3.14363 -1.46025 5.32915
C19 -2.45119 -1.38196 3.99206
H24 -2.09141 -3.16447 6.17112
H25 -2.19443 -1.75460 7.25453
H26 -4.07233 -2.03662 5.30790
H27 -3.38126 -0.44838 5.67938
H28 -2.56704 -2.30612 3.41907
H29 -2.79340 -0.52124 3.41286
O6 2.50351 3.39047 -6.19052
C20 1.60082 3.02527 -5.45571
O7 1.77110 2.65466 -4.15269
C21 0.52816 2.18439 -3.63333
C22 -0.52838 2.79434 -4.51684
C23 0.16405 2.87263 -5.85393
H30 0.52384 1.09012 -3.67487
H31 0.42081 2.49999 -2.59146
H32 -1.45709 2.21797 -4.53809
H33 -0.76601 3.80621 -4.16661
H34 0.04821 1.94847 -6.42692
H35 -0.17815 3.73335 -6.43313
O8 -4.04160 -5.39232 -1.05997
C24 -3.28275 -5.02215 -1.94048
O9 -3.56785 -4.03223 -2.83656
C25 -2.50615 -3.93930 -3.78522
C26 -1.31007 -4.55199 -3.10485
C27 -1.93385 -5.60846 -2.22839
H36 -2.79599 -4.48623 -4.68856
H37 -2.33484 -2.89069 -4.04536
H38 -0.57067 -4.94647 -3.80687
H39 -0.81448 -3.80062 -2.47808
H40 -2.06180 -6.55517 -2.76054
H41 -1.36307 -5.75489 -1.30851
O10 6.74368 3.56247 -0.27341
C28 7.13294 4.61315 -0.75585
O11 6.45770 5.79670 -0.66965
C29 7.14506 6.78486 -1.43572
C30 8.56167 6.28566 -1.54938
C31 8.38425 4.78841 -1.56187
H42 6.65585 6.87310 -2.41145
H43 7.09250 7.75038 -0.92422
H44 9.08492 6.67165 -2.42823
H45 9.13142 6.58047 -0.65972
H46 8.21464 4.40715 -2.57266
H47 9.22989 4.28029 -1.09271
O12 -1.78440 3.21404 7.24513
C32 -1.02556 3.58420 6.36461
O13 -1.31066 4.57413 5.46853
C33 -0.24896 4.66706 4.51988
C34 0.94713 4.05436 5.20025
C35 0.32334 2.99790 6.07670
H48 -0.53880 4.12013 3.61654
H49 -0.07765 5.71567 4.25973
H50 1.68653 3.65989 4.49823
H51 1.44271 4.80574 5.82702
H52 0.19539 2.05119 5.54455
H53 0.89413 2.85147 6.99658
O14 -0.76935 -7.70636 -3.49665
C36 -0.97569 -8.88594 -3.26387
O15 -2.21695 -9.43777 -3.12621
C37 -2.08141 -10.80794 -2.75197
C38 -0.69887 -11.20698 -3.19725
C39 0.08070 -9.92570 -3.04228
H54 -2.20805 -10.88794 -1.66720
H55 -2.85620 -11.40299 -3.24415
H56 -0.28649 -12.04205 -2.62476
H57 -0.71934 -11.49875 -4.25435
H58 0.48494 -9.81494 -2.03227
H59 0.87464 -9.84642 -3.78846

- Total energy: -82877.442 eV
- Largest force on an atom: 0.18704 hartree/bohr
- Kohn-Sham gap: 6.6538 eV
- Energy above the lowest of the compared OMol25 structures with the same formula, charge and spin: 946.7 kJ/mol
- Net charge: -1

DFT (the ωB97M-V functional and the def2-TZVPD basis) results for C39H60B3F8N3O4SeTl as an isolated structure.

Cartesian coordinates (Å):
Tl1 -0.43359 -1.23435 -1.50496
C1 0.95588 -0.65488 6.03329
C2 2.04657 -1.36826 5.22325
C3 3.24128 -0.42376 5.02025
C4 2.54553 -2.57601 6.02453
C5 1.45550 -1.76636 3.87813
C6 1.28556 -0.83848 2.89632
C7 0.82221 -1.20746 1.60925
N1 0.68962 -0.39712 0.58688
C8 0.75824 0.92708 0.49343
C9 0.43330 1.85188 1.49926
C10 0.61769 3.19644 1.30942
C11 1.17387 3.62764 0.08147
C12 1.48071 2.78941 -0.95654
C13 1.24215 1.37357 -0.81170
O1 1.51316 0.50997 -1.68282
C14 2.07275 3.29137 -2.26230
C15 1.19795 2.84531 -3.43530
C16 2.23118 4.81603 -2.30328
C17 3.46867 2.66698 -2.41472
C18 0.26809 4.16329 2.43234
C19 1.12892 3.82398 3.65949
C20 0.53643 5.62429 2.06186
C21 -1.21427 4.02490 2.80601
C22 0.65476 -2.62810 1.27608
O2 0.56029 -2.98052 0.08506
C23 0.65607 -3.55347 2.39070
C24 1.02839 -3.09854 3.61941
C25 0.26293 -4.99855 2.12738
C26 0.20550 -5.83707 3.40942
C27 1.29088 -5.63183 1.17749
C28 -1.12644 -5.02384 1.48063
H1 1.33381 -0.37419 7.01507
H2 0.62280 0.24236 5.51792
H3 0.09723 -1.31010 6.16000
H4 3.71006 -0.20171 5.97744
H5 3.98257 -0.88706 4.37231
H6 2.93744 0.51940 4.57627
H7 3.07132 -2.22905 6.91252
H8 1.72129 -3.20234 6.35422
H9 3.23424 -3.17602 5.43373
H10 1.57261 0.19130 3.03622
H11 -0.03906 1.46870 2.39189
H12 1.34982 4.68126 -0.04351
H13 0.19366 3.24568 -3.35619
H14 1.62914 3.17033 -4.37902
H15 1.11703 1.76453 -3.44834
H16 1.27335 5.31569 -2.18184
H17 2.91705 5.16543 -1.53167
H18 2.64128 5.10688 -3.26878
H19 3.38519 1.58598 -2.46738
H20 3.94114 3.02517 -3.32800
H21 4.10147 2.93041 -1.56729
H22 2.18720 3.88966 3.41112
H23 0.91805 4.52200 4.46762
H24 0.92275 2.81874 4.01630
H25 1.59445 5.78647 1.86647
H26 -0.03834 5.91830 1.18652
H27 0.24393 6.26587 2.89108
H28 -1.45182 3.01434 3.12548
H29 -1.45336 4.70468 3.62233
H30 -1.84705 4.26961 1.95582
H31 1.03482 -3.78723 4.44624
H32 1.17723 -5.89474 3.89736
H33 -0.52408 -5.43113 4.10584
H34 -0.10018 -6.85046 3.15556
H35 2.29551 -5.56249 1.59550
H36 1.04949 -6.68099 1.01809
H37 1.26784 -5.12072 0.22118
H38 -1.84051 -4.48370 2.09463
H39 -1.11198 -4.55331 0.50211
H40 -1.47143 -6.04822 1.35817
C29 -3.22657 2.81845 -3.54642
C30 -2.74968 2.60061 -2.11224
C31 -2.39935 3.93622 -1.46428
O3 -1.54890 1.77839 -2.16172
B1 -1.93544 0.52616 -1.90454
O4 -3.19796 0.36735 -1.53201
C32 -3.71742 1.69816 -1.27334
C33 -5.18335 1.71835 -1.67019
C34 -3.55095 1.93379 0.22616
H41 -2.42668 3.27982 -4.12009
H42 -4.10425 3.46035 -3.55791
H43 -3.44978 1.86710 -4.02107
H44 -1.83923 4.53923 -2.17357
H45 -1.77999 3.78939 -0.58524
H46 -3.30797 4.46633 -1.18649
H47 -5.30611 1.42628 -2.70737
H48 -5.60276 2.70848 -1.51250
H49 -5.70402 0.99771 -1.04578
H50 -2.49451 1.95584 0.48214
H51 -3.99730 1.09814 0.75441
H52 -4.03094 2.85893 0.52941
C35 -1.39631 -3.39688 -5.69777
N2 -0.05470 -3.35290 -5.18979
C36 1.06510 -3.06401 -5.91377
C37 2.12430 -3.13548 -5.07158
N3 1.64319 -3.46888 -3.83677
C38 2.40636 -3.63847 -2.63536
C39 0.30156 -3.58468 -3.91468
Se1 -0.79060 -4.03031 -2.49131
H53 -1.45409 -2.78142 -6.59062
H54 -2.08782 -2.98986 -4.95902
H55 -1.67112 -4.42873 -5.92252
H56 1.01678 -2.79785 -6.94835
H57 3.16663 -2.97113 -5.25662
H58 3.45622 -3.45126 -2.84731
H59 2.28216 -4.65499 -2.25772
H60 2.05906 -2.94983 -1.85937
F1 -0.33907 -0.73065 -4.28776
B2 -1.03574 -0.11795 -5.34948
F2 -2.36407 -0.50137 -5.28368
F3 -0.93694 1.24536 -5.27176
F4 -0.47949 -0.58568 -6.53686
F5 -2.08526 -1.36219 0.51671
B3 -3.22859 -1.92864 1.15886
F6 -2.86098 -2.28683 2.44113
F7 -4.22050 -0.97034 1.22018
F8 -3.65863 -3.01299 0.44514

- Total energy: -147904.679 eV
- Largest force on an atom: 0.02325 hartree/bohr
- Kohn-Sham gap (alpha / beta): 5.3464 / 5.3420 eV
- Energy above the lowest of the compared OMol25 structures with the same formula, charge and spin: 99.2 kJ/mol
- Net charge: -1

- energy above the lowest of the compared OMol25 structures with the same formula, charge and spin of number 4 (C39H60B3F8N3O4SeTl)?
  99.2 kJ/mol

- The highest total energy belongs to which entry?
  C39H59NO15P